Entry 1:
C14H17Cl2F9O3Re | ωB97M-V/def2-TZVPD

Computed properties:
Electronic energy: -2666.9256 Ha
2S+1: 4
Total charge: -2

CARTESIAN COORDINATES (ANGSTROEM)
C 1.40647 1.54331 -0.35709
C 1.10726 1.03882 0.99695
C -0.31450 1.18924 1.17963
C 2.08295 1.06318 2.13254
C -0.80845 2.04958 0.14850
C 0.22170 2.27725 -0.77659
C 0.16904 3.05611 -2.02082
C 2.78084 1.80952 -0.85537
C -1.03488 0.80075 2.41525
C -2.19546 2.57247 0.05455
Re 0.63262 -0.49328 -0.40528
Cl 2.63757 -1.52107 0.79536
Cl 1.87260 -1.36822 -2.13983
O -0.84160 -0.29230 -1.31247
H 3.02225 0.59466 1.83741
H 1.66450 0.52181 2.98325
H 2.27171 2.10451 2.42219
H -0.62909 -0.13422 2.82134
H -2.10965 0.66181 2.23012
H -0.90758 1.58511 3.17674
H -2.90872 1.88162 0.51781
H -2.49062 2.72818 -0.99090
H -2.28240 3.53525 0.57528
H -0.74125 3.66153 -2.09206
H 0.20497 2.34155 -2.87646
H 1.03350 3.72195 -2.13387
H 3.45759 1.02433 -0.51392
H 3.13583 2.77810 -0.47535
H 2.78657 1.83276 -1.95158
H -0.45440 0.31005 -2.83437
O 0.21547 0.71378 -3.43013
H 0.99454 0.12898 -3.35213
F 1.08575 -4.13556 -0.44481
C 0.10824 -4.25890 0.48126
F -0.45108 -5.49221 0.34646
F 0.68761 -4.19502 1.69985
C -0.91080 -3.09311 0.30840
O -0.19279 -1.92159 0.62329
C -1.55865 -3.14397 -1.10162
F -2.05774 -4.37942 -1.38224
F -2.57528 -2.25672 -1.20944
F -0.63933 -2.84849 -2.05410
C -2.03903 -3.18577 1.37445
F -2.82068 -4.28219 1.18542
F -1.51529 -3.23693 2.62334
F -2.82647 -2.07914 1.32276

Forces on the atoms, in the same order (eV/Å):
-0.77 0.45 0.73
-0.10 0.94 -0.21
0.71 0.34 -0.56
0.00 -0.20 -0.17
1.24 0.75 -0.76
-0.68 0.21 1.42
-0.24 0.31 -0.87
0.17 0.24 -0.06
-0.13 -0.16 0.23
-0.25 -0.05 -0.20
2.92 0.23 1.75
0.82 -0.49 0.37
0.82 -0.61 -1.26
-2.55 0.46 -1.70
-0.10 0.10 0.25
0.22 -0.02 0.08
-0.10 0.11 0.08
-0.15 0.11 -0.06
0.24 -0.01 0.10
-0.15 -0.08 0.11
0.01 0.06 -0.13
-0.04 -0.07 0.19
-0.13 0.00 0.00
0.05 0.02 0.03
-0.06 0.73 0.54
0.00 0.08 0.17
0.05 0.02 -0.10
0.20 0.06 -0.11
0.12 0.00 0.15
0.22 -0.17 0.50
0.29 -0.43 -1.82
-0.61 0.15 0.08
-0.78 -0.48 0.66
0.74 0.56 -0.13
0.36 0.17 0.19
-0.37 -0.44 -0.78
0.82 1.51 1.01
-2.53 -3.93 0.49
0.46 1.21 -0.89
0.03 0.40 -0.10
0.44 -1.13 -0.07
-1.17 -0.84 0.73
0.28 0.68 -0.04
0.01 0.48 0.48
-0.69 -0.18 -0.63
0.35 -1.09 0.28

---

Entry 2:
C14H17ClN3OPdS | ωB97M-V/def2-TZVPD

Computed properties:
ΔE to the lowest compared entry with this formula, charge and spin: 0.0 kcal per mole
2S+1: 1
Total charge: +1

CARTESIAN COORDINATES (ANGSTROEM)
Pd -0.36161 0.01031 0.70739
O 1.57008 0.72337 1.29508
C 2.86573 0.09322 1.13631
C 2.98447 -1.21201 1.93160
C 1.81165 -2.19232 1.67585
C 1.72661 -2.47110 0.19946
C 2.54197 -3.37484 -0.46701
C 2.46769 -3.45932 -1.84627
C 1.59666 -2.62499 -2.52739
C 0.82206 -1.74845 -1.79312
N 0.87302 -1.67630 -0.46126
H 1.59474 1.64044 0.96895
H 3.64534 0.79564 1.43455
H 2.99534 -0.11361 0.06695
H 3.06711 -1.04984 3.00626
H 3.92893 -1.64086 1.59004
H 0.86709 -1.70552 1.95582
H 1.87998 -3.06955 2.31739
H 3.22746 -3.99234 0.09315
H 3.08983 -4.15907 -2.38628
H 1.50936 -2.65103 -3.60269
H 0.12899 -1.07021 -2.27988
Cl -0.92020 2.16335 0.70271
N -7.27163 -0.38558 0.08393
C -6.36142 -1.02272 -0.66270
S -6.74466 -2.00447 -1.90924
C -4.92474 -0.77029 -0.27383
C -4.54033 -0.02414 0.83502
C -3.19956 0.15739 1.11914
N -2.24461 -0.38307 0.35471
C -2.59598 -1.10241 -0.72411
C -3.91334 -1.31813 -1.05994
H -8.24489 -0.53063 -0.13409
H -7.04525 0.23008 0.84265
H -5.24122 0.44180 1.51119
H -2.87065 0.73607 1.97194
H -1.78578 -1.51899 -1.30887
H -4.17216 -1.90330 -1.92888

Forces on the atoms, in the same order (eV/Å):
1.60 -0.06 -0.68
-0.14 0.04 0.08
0.03 -0.43 -0.37
-0.46 0.19 -0.09
0.12 0.45 -0.14
-0.19 0.06 0.41
-0.07 0.08 0.00
0.06 -0.02 0.03
-0.09 0.08 0.02
-0.15 0.06 -0.15
-0.57 0.05 0.37
-0.05 -0.21 0.20
-0.17 0.03 0.12
0.07 -0.01 0.15
0.01 0.24 -0.04
-0.01 -0.20 0.12
0.17 -0.08 0.13
0.27 -0.14 -0.25
0.03 -0.06 0.05
0.01 -0.03 -0.01
0.02 0.01 -0.04
0.07 -0.03 -0.04
-0.09 0.46 0.29
-0.21 -0.09 -0.07
0.25 0.22 0.23
-0.15 -0.10 -0.10
0.04 -0.11 -0.12
0.06 0.00 0.03
-0.05 -0.14 0.08
-0.31 -0.30 -0.35
-0.07 -0.07 0.08
0.16 0.12 0.12
0.03 0.03 0.02
0.01 0.02 -0.02
-0.03 -0.03 0.00
-0.07 -0.03 -0.11
-0.12 0.04 0.05
0.00 -0.03 -0.03

---

Entry 3:
C14H17ClN6O4S2 | ωB97M-V/def2-TZVPD

Computed properties:
ΔE to the lowest compared entry with this formula, charge and spin: 2.7 kcal per mole
2S+1: 1
SMILES: Nc1nc(SCC(=O)Nc2cc(S(=O)(=O)N3CCOCC3)ccc2Cl)n[nH]1
Total charge: 0

CARTESIAN COORDINATES (ANGSTROEM)
N 1.45432 -2.16047 0.07082
C 1.71267 -1.80732 -1.20560
N 1.46429 -0.64618 -1.78118
C 1.82542 -0.84701 -3.07272
N 2.26361 -2.05019 -3.33858
N 2.19135 -2.67373 -2.13769
H 2.46276 -3.63872 -2.05025
S 1.69182 0.40463 -4.28010
C 2.42865 1.78522 -3.32793
C 1.80836 1.91084 -1.94904
O 2.47442 1.98780 -0.94801
N 0.44267 2.00843 -1.99851
C -0.43545 1.77258 -0.96067
C -0.01968 1.22733 0.25260
C -0.94553 0.92781 1.22674
C -2.29179 1.19400 1.06301
C -2.72076 1.74815 -0.13177
C -1.80422 2.01799 -1.13424
Cl -2.36350 2.65540 -2.64174
H -3.76578 1.96044 -0.29465
H -2.98512 0.95834 1.85248
S -0.36877 0.11761 2.71337
O 0.84911 -0.58474 2.37643
O -0.32856 1.03021 3.81331
N -1.63611 -0.94776 2.98455
C -1.97515 -1.21903 4.36955
H -1.84419 -0.28977 4.92217
C -1.07774 -2.31962 4.93878
H -1.40237 -2.61343 5.93797
O -1.14555 -3.48507 4.14465
C -0.72644 -3.22514 2.82302
H -0.81179 -4.17065 2.28508
C -1.59720 -2.14638 2.16907
H -1.20024 -1.87707 1.18993
H -2.62409 -2.51027 2.06109
H 0.31849 -2.88558 2.82079
H -0.04200 -1.94994 4.97825
H -3.02355 -1.53206 4.40303
H 1.02448 1.02107 0.41324
H 0.01669 2.04989 -2.91855
H 2.24859 2.68047 -3.92331
H 3.50131 1.61861 -3.23212
H 1.95929 -2.95855 0.42062
H 1.31987 -1.41930 0.75425

Forces on the atoms, in the same order (eV/Å):
-0.04 -0.16 0.53
0.11 -0.18 -0.89
-0.12 -0.34 0.60
0.15 -0.54 0.23
0.34 0.04 -0.75
-0.31 0.41 0.42
-0.06 0.11 -0.01
0.05 0.32 -0.37
0.13 -0.63 -0.18
0.07 0.44 -0.24
0.11 0.07 0.18
-0.32 0.35 -0.28
-0.26 0.05 0.28
0.22 -0.08 0.03
0.12 -0.30 0.26
-0.20 0.09 -0.04
0.12 -0.06 0.13
0.23 -0.07 0.20
-0.07 0.05 -0.12
-0.07 0.02 -0.04
-0.16 -0.03 0.03
-0.69 -0.06 -0.22
-0.07 0.11 -0.03
-0.14 0.09 0.11
0.75 0.82 -0.16
0.22 -0.06 0.58
-0.15 -0.11 0.16
-0.17 0.25 0.08
0.06 0.10 -0.02
-0.12 -0.13 0.05
-0.03 0.08 -0.31
0.04 0.09 -0.05
0.21 -0.50 -0.20
-0.10 -0.20 -0.14
0.07 0.05 -0.06
-0.09 -0.12 0.00
-0.05 -0.05 0.07
0.07 0.05 -0.02
0.08 0.01 -0.07
0.19 -0.12 0.20
-0.01 0.02 0.01
-0.12 0.14 0.12
-0.01 0.07 0.06
0.06 -0.08 -0.12

---

Entry 4:
C14H17ClNO4PPdS3 | ωB97M-V/def2-TZVPD

Computed properties:
ΔE to the lowest compared entry with this formula, charge and spin: 0.0 kcal per mole
2S+1: 2
Total charge: +1

CARTESIAN COORDINATES (ANGSTROEM)
Pd 0.57884 -1.55441 0.32773
C 2.97067 0.34457 6.34025
C 2.94963 -0.66541 5.22476
O 1.91284 -0.25394 4.27324
P 1.36607 -1.22673 3.17710
S -0.08639 -0.27067 2.16788
S 2.71098 -1.78342 1.79756
O 0.85822 -2.53659 3.87525
C -0.44313 -2.67604 4.52522
C -0.55533 -1.83215 5.77136
H 3.75633 0.08112 7.04828
H 2.01899 0.35903 6.86987
H 3.17480 1.34163 5.95338
H 2.70976 -1.66687 5.58226
H 3.89347 -0.69414 4.67998
H -0.50382 -3.73781 4.74701
H -1.20520 -2.42493 3.78780
H 0.23985 -2.07006 6.47818
H -1.50994 -2.04133 6.25465
H -0.52215 -0.76615 5.54355
S 1.98658 2.32069 -1.50252
C 2.90906 0.98569 -2.03769
C 2.48749 -0.14626 -1.43177
N 1.43495 0.05025 -0.56730
C 1.06017 1.30619 -0.52336
H 3.70712 1.09658 -2.75183
H 2.87923 -1.14114 -1.57489
H 0.25843 1.66781 0.09889
Cl -1.35317 -9.24792 -2.23962
C -0.94296 -7.65760 -1.71491
C -0.25460 -6.81490 -2.57871
C 0.07294 -5.54161 -2.15537
C -0.28773 -5.12162 -0.87685
C -0.97972 -5.97517 -0.02025
C -1.30908 -7.24962 -0.43811
C 0.06467 -3.77732 -0.43295
O -0.25528 -3.34245 0.73245
O 0.69757 -2.95207 -1.17872
H 0.01539 -7.16162 -3.56577
H 0.60847 -4.86735 -2.80950
H -1.25409 -5.63507 0.96885
H -1.84446 -7.92887 0.20951

Forces on the atoms, in the same order (eV/Å):
-0.02 0.27 -0.05
0.00 0.00 0.00
0.00 0.00 0.00
0.01 0.03 -0.01
-0.02 -0.14 0.02
-0.03 -0.04 -0.06
-0.02 -0.08 -0.06
0.02 0.02 0.04
0.01 0.00 0.00
-0.01 0.00 0.00
0.00 0.00 0.00
0.00 0.00 0.00
0.00 0.00 0.00
0.00 0.00 0.00
0.00 0.00 0.00
0.00 0.00 0.00
0.00 0.00 0.00
0.00 0.00 0.00
0.00 0.00 0.00
0.00 0.00 0.00
-0.07 -0.02 -0.08
0.05 0.02 0.07
-0.02 -0.04 -0.05
-0.14 0.03 -0.08
0.13 0.02 0.10
0.01 0.00 0.01
-0.01 0.00 0.00
-0.01 0.00 0.02
0.00 0.00 0.00
0.00 0.00 0.00
0.00 0.00 0.00
0.01 0.00 0.00
0.02 0.00 0.01
0.01 0.00 0.01
-0.01 0.00 0.00
-0.04 0.01 0.00
-0.01 -0.02 0.04
0.13 -0.05 0.07
0.00 0.00 0.00
0.00 0.00 0.00
0.00 0.00 0.00
0.00 0.00 0.00

---

Entry 5:
C14H17F3N4O2 | ωB97M-V/def2-TZVPD

Computed properties:
ΔE to the lowest compared entry with this formula, charge and spin: 0.0 kcal per mole
2S+1: 1
SMILES: C[C@@H](O)CNc1nc2ccccc2n1CC(=O)NCC(F)(F)F
Total charge: 0

CARTESIAN COORDINATES (ANGSTROEM)
C -1.44412 -3.90879 0.52933
H -2.08599 -3.79675 1.39923
H -1.93779 -4.55215 -0.19286
H -0.51077 -4.37636 0.83742
C -1.16876 -2.54272 -0.08664
O -0.59045 -1.65409 0.85307
H 0.25860 -2.02848 1.12969
C -0.26148 -2.66813 -1.32950
N 0.22594 -1.37458 -1.75887
C 1.24772 -0.84324 -1.02493
N 2.10666 -1.55256 -0.34004
C 2.98920 -0.64492 0.19646
C 4.09560 -0.84536 1.00908
C 4.79999 0.27014 1.41928
C 4.42101 1.55544 1.03986
C 3.32028 1.77508 0.23019
C 2.61611 0.66223 -0.18506
N 1.49414 0.50925 -0.98158
C 0.71276 1.56334 -1.54966
C -0.47469 2.03041 -0.69960
O -0.99178 3.10730 -0.89259
N -0.89725 1.17296 0.26126
H -0.51608 0.23787 0.38629
C -2.06090 1.49674 1.03927
C -3.28207 0.68874 0.58514
F -4.42453 1.36389 0.75328
F -3.42292 -0.46184 1.25828
F -3.20902 0.35642 -0.71330
H -2.27960 2.55866 0.87814
H -1.89514 1.29594 2.10066
H 0.32189 1.26507 -2.52958
H 1.35229 2.43549 -1.71255
H 3.02797 2.77463 -0.05525
H 4.99753 2.40004 1.38605
H 5.66663 0.14610 2.05162
H 4.38833 -1.84076 1.30206
H -0.50579 -0.72581 -2.01661
H -0.81070 -3.13134 -2.15010
H 0.61872 -3.26772 -1.08930
H -2.11422 -2.06856 -0.37144

Forces on the atoms, in the same order (eV/Å):
-0.03 0.43 -0.08
-0.05 -0.04 0.06
-0.06 -0.16 -0.08
0.11 -0.08 0.02
-0.05 -0.43 -0.36
0.05 0.00 0.44
0.05 0.13 -0.06
-0.20 -0.05 0.32
-0.22 0.33 -0.27
0.44 0.04 -0.03
-0.32 -0.47 -0.16
-0.07 0.66 -0.05
-0.15 0.02 -0.11
0.14 0.04 0.10
0.10 0.09 0.06
-0.16 0.10 -0.12
0.50 -0.34 0.40
-0.07 -0.41 -0.12
-0.21 0.31 -0.10
0.18 -0.30 0.22
-0.04 0.37 -0.33
0.04 -0.24 0.24
0.09 0.14 -0.06
-0.21 0.14 -0.14
-0.01 0.08 0.01
-0.08 0.27 0.11
0.14 -0.25 0.23
0.04 0.04 -0.29
0.00 -0.27 0.11
-0.07 0.05 -0.12
0.08 0.07 0.09
-0.15 -0.13 -0.03
-0.01 0.12 -0.01
0.04 0.07 0.02
0.07 -0.01 0.05
0.03 -0.13 0.03
0.08 -0.01 0.04
0.05 -0.07 0.04
-0.15 -0.08 -0.08
0.09 -0.04 -0.01

---

Entry 6:
C14H17FO9S | ωB97M-V/def2-TZVPD

Computed properties:
Electronic energy: -1718.8677 Ha
2S+1: 1
Total charge: -2

CARTESIAN COORDINATES (ANGSTROEM)
C 2.27039 1.91167 1.74519
C 2.60938 0.41401 1.55656
C 3.41495 -0.14222 2.73634
C 1.36436 -0.44560 1.26921
C 0.79061 -0.12141 -0.10977
C 0.38024 -0.35960 2.45054
O -0.97542 -0.21757 1.97162
C -1.93634 -0.06020 2.87934
F -1.67863 -0.71522 4.03809
C -3.29643 -0.44300 2.32228
O -3.57997 0.66057 1.45470
S -3.21981 1.98864 2.25832
O -2.60889 2.91560 1.38559
O -4.32969 2.36201 3.07123
O -2.12360 1.32853 3.23137
H 1.19247 2.08568 1.79255
H 2.66132 2.50754 0.92026
H 2.69529 2.29139 2.68010
H 3.24765 0.33810 0.67140
H 2.78840 -0.30974 3.62001
H 4.23555 0.52263 3.02108
H 3.84744 -1.11144 2.46731
H 1.69775 -1.48906 1.22439
H 1.44580 -0.52547 -0.88471
H 0.71621 0.95200 -0.30431
H -0.17443 -0.58475 -0.29982
H 0.43714 -1.27081 3.04932
H 0.59137 0.48170 3.11925
H -3.25859 -1.38662 1.78726
H -4.02240 -0.44300 3.13996
C -1.50628 -1.75238 -4.40084
C -1.58970 -1.27932 -5.72348
C -0.39480 -0.40549 -6.22558
O -0.38683 -0.02253 -7.40716
C 0.62974 -0.08337 -5.29967
C 0.69958 -0.54222 -3.97918
C -0.44740 -1.49032 -3.50860
O -0.37294 -1.97562 -2.36062
O 1.60266 -0.26199 -3.15924
O -2.52546 -1.50913 -6.51056
H -2.30705 -2.37966 -4.01494
H 1.41636 0.56769 -5.67476

Forces on the atoms, in the same order (eV/Å):
-0.05 -0.17 0.13
0.15 0.14 0.08
-0.01 -0.20 -0.06
-0.01 0.06 -0.12
0.10 -0.02 -0.09
0.20 0.09 0.09
0.06 -0.42 -0.03
0.00 -0.16 -0.24
-0.13 0.06 0.32
0.08 0.03 0.27
-0.01 0.11 -0.02
0.00 -0.14 0.18
-0.09 0.03 0.00
0.09 0.08 -0.05
0.01 0.23 -0.04
0.05 0.02 -0.10
-0.05 0.02 0.06
0.02 0.05 -0.08
-0.10 -0.09 0.01
0.04 0.14 0.00
-0.05 -0.01 -0.02
-0.03 0.04 0.04
-0.01 0.04 0.01
-0.08 0.08 -0.06
-0.11 -0.01 0.17
0.05 0.01 0.00
-0.10 0.05 -0.02
0.03 0.04 -0.11
-0.11 0.22 -0.30
0.02 -0.25 -0.06
-0.04 -0.08 0.25
0.08 0.09 -0.12
0.12 0.04 0.05
-0.11 -0.02 -0.04
0.02 0.12 -0.19
-0.09 -0.12 0.06
0.02 -0.06 -0.06
-0.01 0.02 0.10
0.03 0.02 -0.05
-0.01 -0.03 0.05
-0.03 -0.01 -0.12
0.06 -0.03 0.09

---

2S+1 of number 6 (C14H17FO9S)? 1